Entry 1:
Computed, not measured: a molecular structure, C4H32HgO13 in a non-equilibrium geometry, with ωB97M-V/def2-TZVPD.

Values from the calculation:
- orbital gap (spin up / spin down) (eV) = 6.39 / 6.28
- spin multiplicity = 2
- <S²> = 0.761
- total charge = -1
- HOMO (spin up / spin down) (eV) = -4.647 / -4.935

Geometry as XYZ:
```
50
Properties=species:S:1:pos:R:3:mulliken_spin:R:1
Hg 1.1441 -1.5159 -2.8800 0.757
C -2.7297 -2.6127 -4.0928 -0.010
C -2.2488 -1.5586 -3.1542 0.039
O -1.0512 -0.9990 -3.5292 0.151
H -2.0220 -3.4392 -4.1566 0.004
H -2.8316 -2.0962 -5.0473 0.001
H -3.6237 -3.1305 -3.7451 0.000
H -2.0607 -1.9736 -2.1640 -0.012
H -2.9861 -0.7698 -3.0047 0.018
C 0.4580 0.2785 1.2351 0.009
C 0.1906 0.3057 -0.2124 0.020
O 1.2996 -0.1000 -1.0122 0.060
H -0.3478 0.8326 1.7164 -0.001
H 1.4389 0.6327 1.5522 -0.003
H 0.2555 -0.7555 1.5146 0.007
H -0.0877 1.2868 -0.5971 0.005
H -0.6597 -0.3070 -0.5120 -0.038
O -3.3057 -0.7132 -0.1131 0.001
H -3.0535 -0.2972 0.7112 0.000
H -2.5869 -0.5129 -0.7128 0.003
O 1.1986 2.2750 3.9897 0.000
H 1.3317 3.1843 3.7219 0.000
H 0.4267 1.9912 3.5001 0.000
O 3.6083 1.4616 -1.4714 0.006
H 3.8803 1.1634 -2.3394 -0.002
H 2.7853 1.0015 -1.3066 -0.018
O 4.0349 2.3242 1.2649 0.000
H 3.3347 2.9149 1.5426 0.000
H 3.8313 2.1233 0.3515 0.001
O 0.8708 -3.7102 0.8833 0.003
H 0.0982 -3.4005 1.3559 0.001
H 1.0501 -4.5734 1.2560 0.000
O 0.9186 2.6494 -2.6330 -0.003
H 1.3390 1.8505 -2.9511 0.002
H 0.7898 2.4964 -1.6969 0.001
O 3.0095 -1.7863 0.8100 -0.003
H 2.4626 -2.5560 0.9669 0.000
H 2.4820 -1.2297 0.2371 -0.006
O -1.8643 1.8814 -3.0979 0.002
H -0.9465 2.0958 -2.9310 0.000
H -1.8483 0.9712 -3.3937 0.003
O -2.3049 2.9271 3.3065 0.000
H -1.9556 2.2033 3.8265 0.000
H -2.8757 3.4026 3.9101 0.000
O -3.0779 0.1470 2.2697 0.000
H -2.3158 -0.0559 2.8122 0.000
H -3.3898 0.9897 2.5994 0.000
O 2.9244 -1.5524 3.9772 0.000
H 2.6192 -1.5023 3.0713 0.000
H 2.3911 -2.2420 4.3723 0.000
```

***

Entry 2:
Computed, not measured: 12 unconnected molecules or ions with the total composition C4H32N2O13 in a non-equilibrium geometry, with ωB97M-V/def2-TZVPD.

Values from the calculation:
- orbital gap (eV) = 9.52
- ΔE to the lowest compared entry with this formula, charge and spin (eV) = 2.557
- total charge = 0
- HOMO (eV) = -9.811

Geometry as XYZ:
```
51
Properties=species:S:1:pos:R:3:nbo_charge:R:1
O -0.9273 -2.2095 1.5750 -0.651
C -0.5132 -1.0586 1.4667 0.671
N -0.1266 -0.4016 2.5922 -0.834
C -0.1023 -0.3552 0.1486 -0.152
C -0.5775 -1.3911 -0.8605 -0.646
N -0.6873 0.9932 0.1907 -0.653
C -0.2047 1.8681 -0.8526 0.086
O -0.6131 1.4962 -2.1548 -0.742
H -0.0929 0.6024 2.5108 0.426
H -0.2817 -0.7938 3.5001 0.397
H 0.9714 -0.1913 0.1336 0.219
H -0.5489 -1.1159 -1.9123 0.224
H 0.0895 -2.2361 -0.7100 0.223
H -1.5419 -1.7786 -0.5954 0.224
H -1.6935 0.9467 0.1449 0.370
H -0.5941 2.8652 -0.6148 0.161
H 0.8835 1.9097 -0.9005 0.179
H -1.5008 1.1755 -2.2183 0.472
H -4.5363 -1.5026 -1.4475 0.500
H -5.6948 -0.7355 -2.0210 0.489
O -4.8349 -0.5775 -1.5638 -0.969
H 3.0091 -3.8819 -0.6055 0.457
H 3.7694 -3.1559 -1.8008 0.496
O 3.2748 -3.9641 -1.5364 -0.966
H -3.7231 0.7562 1.7865 0.482
H -3.7897 2.0311 0.8890 0.510
O -3.4702 1.6856 1.7498 -0.991
H -4.0096 0.9988 -1.4111 0.513
H -4.8896 2.2526 -0.9776 0.483
O -3.9873 1.8982 -1.0127 -0.995
H -1.2832 -4.0696 -1.2736 0.466
H -1.8309 -3.6553 -0.0207 0.483
O -2.1453 -4.0212 -0.8698 -0.946
H 2.7381 -0.1001 2.5995 0.479
H 2.8990 1.3532 2.7032 0.506
O 3.4523 0.5706 2.4984 -0.969
H 3.6364 0.9258 0.7328 0.516
H 4.1645 2.1804 -0.0041 0.481
O 3.6673 1.3521 -0.1708 -1.011
H 0.6041 2.5770 2.8906 0.508
H 1.3098 2.6130 1.5403 0.481
O 1.4988 2.5642 2.4993 -0.977
H 3.3437 -1.1499 -3.0119 0.487
H 4.6901 -1.5846 -3.4467 0.465
O 3.7955 -1.9441 -3.4106 -0.971
H 3.4376 0.9113 -1.9598 0.506
H 2.4470 0.6413 -3.0225 0.470
O 3.3997 0.6062 -2.9040 -0.962
H -1.9371 2.1952 2.7112 0.516
H -1.8212 1.6621 4.1094 0.481
O -1.2640 2.0510 3.4182 -0.994
```

***

Entry 3:
Computed, not measured: 13 unconnected molecules or ions with the total composition C4H32N2O14 in a non-equilibrium geometry, with ωB97M-V/def2-TZVPD.

Values from the calculation:
- orbital gap (eV) = 10.02
- ΔE to the lowest compared entry with this formula, charge and spin (eV) = 3.532
- total charge = 0
- HOMO (eV) = -9.847

Geometry as XYZ:
```
52
Properties=species:S:1:pos:R:3:nbo_charge:R:1
N 0.3031 3.1372 1.1832 -0.820
C -0.5795 1.9894 0.8339 -0.370
C 0.1650 0.9921 -0.0407 0.674
N -0.0885 -0.3869 0.1051 -0.648
C -1.3397 -0.8640 0.7037 -0.374
C -1.2759 -2.1444 1.4490 0.445
O -1.3815 -2.0921 2.6692 -0.549
O 0.9145 1.3618 -0.9207 -0.636
H 1.0561 2.8174 1.7892 0.362
H 0.7105 3.3747 0.2797 0.375
H -1.3151 2.2487 0.0612 0.260
H -1.0336 1.5700 1.7186 0.208
H 0.2992 -0.9755 -0.6267 0.408
H -2.2644 -0.9090 0.0875 0.283
H -1.5291 -0.0399 1.3715 0.218
H -1.2068 -3.1542 1.0621 0.154
H 1.4886 0.2682 3.5428 0.472
H 1.4412 0.5529 4.9515 0.485
O 2.0619 0.6664 4.2164 -0.950
H 3.0299 1.6332 2.8113 0.486
H 4.4508 1.9334 2.3419 0.473
O 3.6857 1.3876 2.1396 -0.965
H -0.8611 -1.0205 -3.6031 0.516
H -0.0121 -2.3909 -3.2471 0.489
O -0.8187 -1.9908 -3.5697 -1.006
H 2.8122 -0.5514 -3.4699 0.498
H 2.0236 -0.3406 -4.8736 0.487
O 1.9776 -0.5587 -3.9420 -0.979
H -3.7880 1.5920 -0.7221 0.477
H -4.7987 0.8213 -1.5278 0.469
O -4.1506 0.7020 -0.8253 -0.943
H -2.4875 3.2841 1.2706 0.474
H -2.2840 4.6105 0.5382 0.488
O -2.5562 3.6967 0.4038 -0.949
H -3.3113 -1.2278 -2.4953 0.480
H -1.9641 -1.8565 -2.1570 0.478
O -2.7726 -1.4901 -1.7442 -0.979
H -2.3471 0.6218 3.7728 0.455
H -1.6434 -0.6480 3.5164 0.489
O -1.5171 0.1928 4.0224 -0.977
H -0.3687 -2.9101 -1.2541 0.483
H 0.8885 -3.7979 -1.3679 0.501
O 0.5430 -2.9975 -0.9538 -0.972
H 2.4420 -2.5739 -0.8862 0.467
H 3.8727 -2.1441 -0.6350 0.496
O 3.3083 -2.5760 -1.3014 -0.988
H 0.4458 0.6377 -2.9841 0.516
H -0.8952 0.4291 -2.2253 0.472
O -0.5187 0.6543 -3.0866 -0.960
H 3.0996 -0.6172 0.9044 0.474
H 4.0722 -0.0907 0.0393 0.473
O 4.0172 -0.8263 0.6746 -0.925
```

***

Entry 4:
Computed, not measured: 13 unconnected molecules or ions with the total composition C4H32NO15 in a non-equilibrium geometry, with ωB97M-V/def2-TZVPD.

Values from the calculation:
- orbital gap (eV) = 8.72
- ΔE to the lowest compared entry with this formula, charge and spin (eV) = 8.295
- total charge = -1
- HOMO (eV) = -6.239

Geometry as XYZ:
```
52
Properties=species:S:1:pos:R:3:nbo_charge:R:1
O -2.3152 1.5271 0.0531 -0.673
C -1.8488 1.0153 -0.9193 0.544
N -0.6008 0.4397 -1.0080 -0.645
C 0.2626 0.4790 0.1710 -0.110
C 1.8221 0.3339 -0.3083 -0.083
O 2.3396 1.4761 0.1935 -0.826
C -0.0143 -0.7271 1.0990 -0.045
O 0.7113 -0.3784 2.2057 -0.859
H -2.4039 1.1523 -1.9892 0.103
H -0.3571 -0.1386 -1.7465 0.432
H -0.0387 1.4655 0.6166 0.256
H 2.2923 -0.6107 0.0987 0.170
H 1.9244 0.4690 -1.3897 0.168
H 1.9217 1.9289 1.0799 0.532
H 0.3939 -1.6883 0.7637 0.144
H -1.0490 -0.9458 1.3715 0.149
H 3.8143 -1.0918 1.7863 0.472
H 3.9187 0.2043 0.9521 0.483
O 4.4063 -0.5221 1.2215 -0.957
H 0.6028 0.3813 -3.8891 0.469
H 1.5719 1.4944 -4.1019 0.494
O 1.5670 0.5498 -4.0658 -0.962
H 1.2053 -2.0148 -3.0326 0.472
H 1.6679 -1.0502 -1.8483 0.504
O 1.0089 -1.7948 -2.1682 -0.982
H -0.6579 1.3783 2.8791 0.493
H -1.8299 1.9154 2.0942 0.472
O -1.5987 1.3084 2.7426 -0.967
H 1.0164 3.0215 1.5875 0.472
H 0.6431 4.4510 1.2184 0.435
O 0.8745 3.7627 0.7283 -1.053
H -1.7188 -1.9194 -3.0831 0.493
H -2.8351 -0.9424 -2.5277 0.482
O -1.9391 -1.0087 -2.7963 -0.966
H -2.6802 -3.0253 0.0042 0.478
H -2.5652 -1.6462 -0.4581 0.460
O -2.5962 -2.5344 -0.7167 -0.960
H -3.8190 0.4101 2.4470 0.470
H -2.8603 0.1846 1.3992 0.484
O -3.4153 -0.2865 1.9723 -0.959
H -0.0854 -3.5661 -0.5653 0.505
H 0.9783 -3.4758 0.6468 0.480
O 0.1324 -3.9532 0.3344 -0.977
H 2.1267 2.4213 3.0066 0.472
H 1.1534 0.6407 2.4509 0.530
O 1.4003 2.1408 2.5082 -1.100
H -1.5702 -3.7963 1.6248 0.491
H -2.4495 -2.4938 1.7612 0.494
O -2.4938 -3.5958 1.6571 -0.971
H 1.8189 2.5140 -1.5428 0.501
H 0.6998 3.0974 -2.0671 0.453
O 1.4681 3.0436 -2.4512 -0.965
```

***

Ordered E_tot results: -35459.2329; -34266.1486; -36311.4943; -36868.1087; unit eV.